DFT (ωB97M-V/def2-TZVPD) results for a structure of composition C25H26ClN4O5W in a non-equilibrium geometry.

Calculated values
Highest occupied orbital energy (spin up / spin down) = -0.367 / -0.385 Eh
ΔE to the lowest compared entry with this formula, charge and spin = 0.0 kcal/mol
Total energy = -2090.58086 a.u.
Molecular weight = 681.80 g mol⁻¹
LUMO level (spin up / spin down) = -0.1346 / -0.1394 hartree

ORCA input file:
```
! RIJCOSX wB97M-V def2-TZVPD def2/J DEFGRID3
* xyz 1 3
W -8.195 -11.634 10.291
C -10.332 -12.736 15.671
O -10.066 -12.495 14.295
C -10.941 -11.588 13.752
C -12.173 -11.293 14.238
C -13.072 -10.593 13.386
C -12.751 -10.301 12.079
C -11.455 -10.576 11.591
C -11.208 -10.565 10.075
N -10.186 -10.880 9.428
N -10.187 -10.748 8.020
C -9.198 -11.538 7.607
O -8.556 -12.282 8.473
C -8.965 -11.730 6.206
C -9.092 -10.581 5.431
C -8.955 -10.641 4.051
C -8.801 -11.870 3.417
C -8.518 -13.003 4.172
C -8.637 -12.942 5.564
C -10.496 -11.131 12.460
O -9.303 -11.365 12.052
H -10.224 -11.811 16.261
H -9.585 -13.435 16.004
H -11.310 -13.214 15.817
H -12.587 -11.575 15.220
H -14.098 -10.466 13.695
H -13.466 -9.825 11.383
H -12.140 -10.131 9.593
H -9.355 -9.652 5.954
H -9.000 -9.737 3.475
H -8.743 -11.853 2.329
H -8.229 -13.916 3.689
H -8.513 -13.858 6.128
N -6.583 -12.103 12.089
C -5.984 -13.456 12.346
C -7.039 -14.535 12.423
C -7.804 -14.741 11.115
N -8.891 -13.729 10.849
H -5.879 -11.366 12.166
H -7.316 -11.925 12.773
H -5.365 -13.435 13.241
H -5.359 -13.641 11.470
H -7.729 -14.336 13.280
H -6.525 -15.490 12.683
H -8.233 -15.726 11.037
H -7.125 -14.636 10.280
H -9.431 -13.590 11.711
H -9.527 -14.092 10.126
Cl -3.424 -8.260 6.037
C -4.494 -8.791 7.249
C -4.961 -7.893 8.243
C -5.888 -8.273 9.119
C -6.350 -9.637 9.110
O -7.266 -9.969 9.976
C -5.812 -10.603 8.229
C -5.867 -11.998 8.605
O -6.468 -12.469 9.616
C -4.872 -10.077 7.255
H -4.557 -6.888 8.279
H -6.334 -7.570 9.812
H -5.289 -12.630 7.865
H -4.448 -10.748 6.518
*
```



DFT (ωB97M-V/def2-TZVPD) results for a structure of composition C25H26F9I2N4O2RuTe in a non-equilibrium geometry.

Calculated values
Highest occupied orbital energy (spin up / spin down) = -0.288 / -0.281 Eh
Total energy = -3194.65882 a.u.
Molecular weight = 1067.97 g mol⁻¹
LUMO level (spin up / spin down) = -0.0921 / -0.0947 hartree

ORCA input file:
```
! RIJCOSX wB97M-V def2-TZVPD def2/J DEFGRID3
* xyz 0 2
Ru -0.281 0.290 0.003
C 1.976 -2.141 -1.732
C 2.240 -2.025 -0.234
N 2.072 -0.657 0.259
C 3.078 0.246 -0.334
C 2.442 1.488 -0.944
C 2.169 -0.618 1.725
C 1.008 -1.267 2.481
N -0.269 -0.876 1.961
C -1.392 -1.222 2.578
C -2.634 -0.748 2.064
F -2.602 0.009 0.940
C -3.850 -1.038 2.642
F -4.973 -0.544 2.104
C -3.938 -1.854 3.760
C -2.757 -2.367 4.274
F -2.817 -3.190 5.331
C -1.525 -2.072 3.721
F -0.439 -2.658 4.267
H 1.751 -3.172 -1.994
H 2.832 -1.823 -2.319
H 1.123 -1.514 -1.997
H 3.253 -2.391 -0.007
H 1.530 -2.659 0.297
H 3.631 -0.291 -1.103
H 3.789 0.567 0.431
H 1.592 1.212 -1.591
H 3.177 2.022 -1.544
H 2.102 2.156 -0.156
H 2.202 0.430 2.021
H 3.100 -1.103 2.059
H 1.103 -0.953 3.532
H 1.105 -2.365 2.458
H -4.890 -2.082 4.211
I 2.201 5.554 -3.922
C 0.798 4.531 -2.739
C 0.521 4.977 -1.455
C -0.326 4.244 -0.659
I -0.913 4.933 1.248
C -0.882 2.998 -1.084
O -1.527 2.223 -0.330
C -0.708 2.696 -2.482
C -1.552 1.563 -2.984
N -1.070 0.275 -2.471
C -2.090 -0.761 -2.617
C -1.595 -2.053 -2.035
C -1.521 -3.220 -2.784
C -1.057 -4.379 -2.183
C -0.727 -4.338 -0.838
C -0.845 -3.133 -0.166
N -1.235 -2.008 -0.752
C 0.134 3.431 -3.275
H 0.967 5.886 -1.079
H -1.593 1.564 -4.084
H -2.570 1.701 -2.598
H -0.246 0.010 -3.017
H -2.382 -0.907 -3.668
H -2.967 -0.431 -2.046
H -1.823 -3.219 -3.821
H -0.981 -5.296 -2.747
H -0.377 -5.216 -0.323
H -0.647 -3.069 0.895
H 0.268 3.165 -4.313
F -0.321 3.390 3.810
Te 1.204 3.083 2.598
F 2.022 4.260 1.177
F 1.906 4.523 3.655
F 3.068 2.481 2.386
F 1.483 1.819 4.059
O 0.480 1.933 1.476
*
```



DFT (ωB97M-V/def2-TZVPD) results for an isolated molecule of C25H26FN5O4 in a non-equilibrium geometry.

Calculated values
Highest occupied orbital energy = -0.308 Eh
ΔE to the lowest compared entry with this formula, charge and spin = 45.7 kcal/mol
Total energy = -1642.86351 a.u.
Molecular weight = 479.51 g mol⁻¹
SMILES string = COCCNC(=O)[C@@H](c1ccc(C)o1)N(Cc1ccc(F)cc1)C(=O)Cn1nnc2ccccc21
LUMO level = 0.0216 hartree

ORCA input file:
```
! RIJCOSX wB97M-V def2-TZVPD def2/J DEFGRID3
* xyz 0 1
C -5.428 4.381 -2.452
O -5.127 3.140 -1.868
C -5.053 3.193 -0.461
C -4.723 1.791 0.050
N -3.431 1.363 -0.431
C -2.366 1.232 0.376
O -2.411 1.358 1.582
C -1.073 0.829 -0.367
C 0.070 1.704 0.023
C 0.867 2.493 -0.755
C 1.787 3.113 0.125
C 1.482 2.663 1.376
O 0.436 1.817 1.317
C 2.100 2.922 2.702
H 2.577 2.015 3.075
H 1.338 3.221 3.420
H 2.845 3.706 2.616
H 2.566 3.797 -0.140
H 0.811 2.610 -1.818
N -0.847 -0.595 -0.097
C -1.158 -1.466 -1.075
O -1.575 -1.109 -2.164
C -1.032 -2.967 -0.772
N 0.247 -3.403 -0.303
C 1.449 -3.378 -0.939
C 1.876 -2.930 -2.183
C 3.217 -3.069 -2.452
C 4.109 -3.633 -1.526
C 3.694 -4.084 -0.296
C 2.338 -3.955 0.002
N 1.609 -4.279 1.106
N 0.402 -3.952 0.912
H 4.375 -4.515 0.419
H 5.151 -3.709 -1.795
H 3.603 -2.734 -3.404
H 1.188 -2.493 -2.891
H -1.280 -3.483 -1.707
H -1.769 -3.244 -0.012
C -0.364 -0.943 1.221
C 1.144 -1.005 1.317
C 1.970 -0.687 0.248
C 3.347 -0.739 0.376
C 3.887 -1.133 1.584
C 3.089 -1.465 2.664
C 1.717 -1.394 2.522
H 1.080 -1.656 3.352
H 3.542 -1.778 3.590
F 5.230 -1.195 1.713
H 3.993 -0.491 -0.451
H 1.548 -0.393 -0.701
H -0.733 -0.178 1.912
H -0.785 -1.899 1.541
H -1.216 0.917 -1.448
H -3.338 1.276 -1.431
H -4.685 1.790 1.141
H -5.487 1.093 -0.300
H -4.270 3.900 -0.148
H -6.012 3.528 -0.039
H -6.400 4.756 -2.110
H -4.660 5.128 -2.217
H -5.460 4.219 -3.528
*
```



Question: The lowest total energy belongs to which entry?
Answer: C25H26F9I2N4O2RuTe



Question: Number 2 is which compound?
Answer: C25H26F9I2N4O2RuTe



What did the first record say?
DFT (ωB97M-V/def2-TZVPD) results for a structure of composition C25H26ClN4O5W in a non-equilibrium geometry.

Calculated values
Highest occupied orbital energy (spin up / spin down) = -0.367 / -0.385 Eh
ΔE to the lowest compared entry with this formula, charge and spin = 0.0 kcal/mol
Total energy = -2090.58086 a.u.
Molecular weight = 681.80 g mol⁻¹
LUMO level (spin up / spin down) = -0.1346 / -0.1394 hartree

ORCA input file:
```
! RIJCOSX wB97M-V def2-TZVPD def2/J DEFGRID3
* xyz 1 3
W -8.195 -11.634 10.291
C -10.332 -12.736 15.671
O -10.066 -12.495 14.295
C -10.941 -11.588 13.752
C -12.173 -11.293 14.238
C -13.072 -10.593 13.386
C -12.751 -10.301 12.079
C -11.455 -10.576 11.591
C -11.208 -10.565 10.075
N -10.186 -10.880 9.428
N -10.187 -10.748 8.020
C -9.198 -11.538 7.607
O -8.556 -12.282 8.473
C -8.965 -11.730 6.206
C -9.092 -10.581 5.431
C -8.955 -10.641 4.051
C -8.801 -11.870 3.417
C -8.518 -13.003 4.172
C -8.637 -12.942 5.564
C -10.496 -11.131 12.460
O -9.303 -11.365 12.052
H -10.224 -11.811 16.261
H -9.585 -13.435 16.004
H -11.310 -13.214 15.817
H -12.587 -11.575 15.220
H -14.098 -10.466 13.695
H -13.466 -9.825 11.383
H -12.140 -10.131 9.593
H -9.355 -9.652 5.954
H -9.000 -9.737 3.475
H -8.743 -11.853 2.329
H -8.229 -13.916 3.689
H -8.513 -13.858 6.128
N -6.583 -12.103 12.089
C -5.984 -13.456 12.346
C -7.039 -14.535 12.423
C -7.804 -14.741 11.115
N -8.891 -13.729 10.849
H -5.879 -11.366 12.166
H -7.316 -11.925 12.773
H -5.365 -13.435 13.241
H -5.359 -13.641 11.470
H -7.729 -14.336 13.280
H -6.525 -15.490 12.683
H -8.233 -15.726 11.037
H -7.125 -14.636 10.280
H -9.431 -13.590 11.711
H -9.527 -14.092 10.126
Cl -3.424 -8.260 6.037
C -4.494 -8.791 7.249
C -4.961 -7.893 8.243
C -5.888 -8.273 9.119
C -6.350 -9.637 9.110
O -7.266 -9.969 9.976
C -5.812 -10.603 8.229
C -5.867 -11.998 8.605
O -6.468 -12.469 9.616
C -4.872 -10.077 7.255
H -4.557 -6.888 8.279
H -6.334 -7.570 9.812
H -5.289 -12.630 7.865
H -4.448 -10.748 6.518
*
```